# 1
C30H24BrN8O4S2Tl | the ωB97M-V functional and the def2-TZVPD basis

Last column: Mulliken charge in e.
Positions of all 70 atoms, in Å:
Tl: -2.432 -0.591 0.826  1.1171
N: -0.238 -3.262 4.473  -0.4501
C: -0.924 -2.254 3.836  0.4441
S: -2.413 -2.696 3.094  -0.5526
N: -0.292 -1.101 3.873  -0.9356
N: -0.907 -0.088 3.212  0.2705
C: -0.237 1.000 3.099  -0.0984
C: 1.162 1.146 3.592  -0.7222
C: 1.423 1.600 4.880  -0.0699
C: 2.731 1.751 5.322  -0.6539
C: 3.788 1.444 4.474  -0.3374
C: 3.527 0.985 3.190  -0.9583
C: 2.220 0.835 2.744  0.2818
C: -0.841 2.141 2.367  0.7985
C: -0.134 3.332 2.185  -0.2590
C: -0.708 4.353 1.445  -0.7362
C: -1.963 4.171 0.893  -0.4689
C: -2.593 2.957 1.114  -0.4147
N: -2.061 1.975 1.835  -0.4974
H: -0.762 -4.086 4.699  0.2008
H: 0.519 -2.971 5.070  0.2268
H: 0.595 1.827 5.540  0.4265
H: 2.924 2.105 6.328  0.3725
H: 4.810 1.559 4.817  0.3662
H: 4.342 0.730 2.523  0.4657
H: 2.032 0.454 1.745  0.7862
H: 0.860 3.435 2.597  0.4091
H: -0.159 5.271 1.274  0.3635
H: -2.425 4.907 0.252  0.4042
H: -3.546 2.746 0.641  0.4978
N: 3.082 1.358 -2.485  -0.7305
C: 1.723 1.695 -2.616  0.6102
C: 1.135 1.933 -3.858  -0.8602
C: -0.230 2.163 -3.958  -0.1292
C: -1.012 2.181 -2.817  -0.5304
C: -0.418 2.009 -1.574  0.2874
C: 0.939 1.784 -1.468  -0.9293
S: -2.787 2.211 -2.893  1.4241
O: -3.224 3.231 -1.956  -0.7151
O: -3.156 2.428 -4.279  -0.7831
N: -3.274 0.814 -2.288  -0.5330
C: -2.845 -0.344 -2.819  0.4266
N: -3.248 -1.480 -2.175  -0.5271
C: -2.745 -2.625 -2.590  -0.0964
C: -1.860 -2.740 -3.653  -0.5727
C: -1.556 -1.546 -4.286  -0.2505
N: -2.037 -0.375 -3.911  -0.3873
H: 3.450 0.951 -3.333  0.2492
H: 3.194 0.697 -1.716  0.3562
H: 1.742 1.874 -4.757  0.2662
H: -0.713 2.266 -4.921  0.4384
H: -1.034 1.998 -0.688  0.5621
H: 1.381 1.577 -0.504  0.3010
H: -3.068 -3.511 -2.044  0.4185
H: -1.435 -3.686 -3.953  0.4582
H: -0.886 -1.528 -5.145  0.3694
Br: -1.596 -5.782 -0.121  -0.1977
C: -0.250 -4.626 -0.817  -0.2295
C: 0.508 -5.065 -1.889  -0.4981
C: 1.484 -4.220 -2.399  -0.5582
C: 1.693 -2.971 -1.833  -0.4537
C: 0.918 -2.542 -0.763  0.3461
C: -0.067 -3.379 -0.246  0.4821
C: 1.166 -1.162 -0.154  -0.3385
O: 2.322 -0.703 -0.287  -0.8916
O: 0.196 -0.611 0.419  -0.2746
H: 0.333 -6.043 -2.316  0.3795
H: 2.081 -4.543 -3.244  0.3432
H: 2.460 -2.306 -2.204  0.3723
H: -0.664 -3.060 0.600  0.1195

Output
relative energy (zero: lowest compared OMol25 entry of this formula, charge and spin)	0.4	kcal/mol
2S+1	1
LUMO level	4.160	eV
E_tot	-5439.6670	Ha
orbital gap	6.584	eV
charge	-2
F_max	0.196	eV Å⁻¹

# 2
C40H56IrN14O5SSi | the ωB97M-V functional and the def2-TZVPD basis

Last column: Mulliken charge in e.
Positions of all 118 atoms, in Å:
Ir: -0.134 -0.398 0.928  6.7518
C: -3.185 -2.301 -2.082  -1.3988
C: -2.068 -2.061 -1.279  -0.1000
N: -2.090 -1.271 -0.225  1.0920
C: -3.237 -0.644 0.089  -0.0894
C: -4.439 -0.861 -0.635  0.9730
C: -4.381 -1.714 -1.753  -1.1954
C: -5.627 -0.224 -0.215  -1.0808
C: -5.627 0.542 0.927  -0.9457
C: -4.455 0.789 1.629  -1.1158
C: -3.224 0.292 1.179  0.5985
N: -2.023 0.576 1.709  -0.2924
C: -1.819 1.570 2.608  -0.0349
C: -2.490 2.792 2.649  0.0740
C: -2.290 3.682 3.703  -1.5630
C: -1.429 3.379 4.733  -0.6815
C: -0.628 2.218 4.664  1.3376
C: 0.339 1.877 5.633  -0.8919
C: 1.097 0.750 5.453  -1.3973
C: 0.927 -0.006 4.286  0.0057
N: 0.026 0.267 3.372  -0.0856
C: -0.774 1.336 3.561  -0.8040
H: -3.091 -2.943 -2.943  0.6460
H: -1.123 -2.517 -1.534  0.2338
H: -5.276 -1.901 -2.328  0.4963
H: -6.531 -0.369 -0.782  0.5016
H: -6.547 0.977 1.284  0.4295
H: -4.486 1.368 2.537  0.7539
H: -3.158 3.050 1.840  0.7980
H: -2.847 4.606 3.716  0.4516
H: -1.331 4.038 5.582  0.4924
H: 0.465 2.505 6.500  0.5426
H: 1.827 0.442 6.182  0.5099
H: 1.561 -0.859 4.114  0.4790
C: -0.732 -2.545 -9.142  -1.1992
C: -1.458 -2.093 -7.896  -0.4573
S: -0.288 -1.562 -6.592  1.1584
O: 0.968 -1.148 -7.142  -0.6815
O: -0.224 -2.520 -5.507  -0.6761
C: -1.066 -0.072 -5.820  -0.6885
C: 0.016 0.607 -4.983  -1.5753
N: -0.302 0.634 -3.577  0.2645
C: 0.260 -0.088 -2.587  0.4318
N: -0.269 0.227 -1.410  0.6078
C: -1.213 1.163 -1.641  -0.8332
C: -1.267 1.420 -2.987  -0.9368
N: -2.190 2.260 -3.655  1.0963
O: -2.050 2.450 -4.842  -0.6389
O: -3.088 2.697 -2.966  -0.6279
C: 1.292 -1.116 -2.805  -1.4306
H: -1.455 -2.809 -9.910  0.3847
H: -0.111 -3.414 -8.940  0.3474
H: -0.098 -1.745 -9.515  0.3465
H: -2.056 -2.882 -7.451  0.3929
H: -2.076 -1.219 -8.088  0.3846
H: -1.887 -0.449 -5.215  0.4094
H: -1.446 0.589 -6.594  0.6786
H: 0.151 1.633 -5.331  0.2532
H: 0.954 0.062 -5.119  0.8419
H: -1.803 1.613 -0.870  0.9220
H: 2.175 -0.679 -3.265  0.7684
H: 0.914 -1.882 -3.486  0.1856
H: 1.574 -1.549 -1.850  -0.3749
C: 4.540 -1.750 2.123  -1.2546
Si: 3.653 -0.393 1.049  0.6021
C: 4.508 -0.538 -0.672  -1.3208
C: 4.185 1.225 1.930  -1.1831
O: 2.112 -0.671 0.978  -2.2075
H: 5.583 -1.492 2.240  0.5217
H: 4.467 -2.733 1.673  0.2804
H: 4.070 -1.764 3.099  0.3585
H: 5.574 -0.365 -0.569  0.4770
H: 4.091 0.203 -1.346  0.3098
H: 4.353 -1.520 -1.106  0.3706
H: 5.211 1.160 2.276  0.6064
H: 3.559 1.423 2.795  0.2439
H: 4.130 2.078 1.262  0.2249
C: 0.717 6.412 0.594  -1.4863
C: 1.626 6.018 1.755  0.7216
C: 0.815 5.689 3.006  -1.1534
C: 2.562 4.860 1.363  -1.4554
N: 1.853 3.687 0.935  1.3291
C: 1.286 2.694 1.638  -2.0589
N: 0.741 1.853 0.779  0.3172
N: 0.993 2.347 -0.428  -0.1573
N: 1.642 3.423 -0.348  -1.2152
H: 0.243 7.363 0.814  0.4489
H: -0.065 5.674 0.426  0.2020
H: 1.280 6.529 -0.327  0.4140
H: 2.289 6.859 1.980  0.4185
H: 0.061 4.930 2.802  -0.0224
H: 0.308 6.583 3.358  0.4863
H: 1.457 5.333 3.810  0.3754
H: 3.200 4.591 2.209  0.4230
H: 3.180 5.165 0.516  0.4395
H: 1.293 2.629 2.704  1.2275
C: -1.149 -3.699 1.656  -0.9102
N: -0.793 -5.049 2.043  0.1104
C: 0.031 -5.667 1.011  -0.7638
N: 1.244 -4.884 0.811  0.2043
C: 0.886 -3.543 0.407  -0.3779
N: 0.054 -2.872 1.433  0.9664
C: 0.813 -2.892 2.702  0.4913
N: 1.181 -4.232 3.099  0.2271
C: -0.029 -5.024 3.284  -0.7162
C: 1.999 -4.835 2.055  -0.3094
H: -1.743 -3.240 2.452  0.2283
H: -1.747 -3.735 0.745  0.2383
H: -0.527 -5.720 0.072  0.3427
H: 0.297 -6.678 1.327  0.3284
H: 0.330 -3.600 -0.532  -0.0441
H: 1.792 -2.950 0.267  -0.1689
H: 0.183 -2.457 3.483  0.6176
H: 1.714 -2.295 2.551  -1.6722
H: -0.637 -4.585 4.082  0.3406
H: 0.244 -6.044 3.566  0.3635
H: 2.295 -5.844 2.346  0.3594
H: 2.894 -4.224 1.908  0.0164

Output
2S+1	2
LUMO level (spin up / spin down)	-8.191 / -7.989	eV
<S²>	0.767
E_tot	-3491.9562	Ha
orbital gap (spin up / spin down)	4.225 / 4.380	eV
charge	+2
F_max	5.322	eV Å⁻¹

# 3
C7H13NO | the ωB97M-V functional and the def2-TZVPD basis

Last column: Mulliken charge in e.
Positions of all 22 atoms, in Å:
C: -0.752 -1.273 1.617  -1.4406
C: -0.795 -0.603 -1.924  -1.6378
C: -0.518 2.140 1.528  -1.4149
C: -0.227 -0.304 0.589  -0.2210
C: 0.230 -0.506 -0.816  1.7722
C: -0.036 1.046 0.614  0.3948
N: 1.302 -1.465 -0.935  -0.6873
C: 0.808 1.125 -0.614  -0.5193
O: 2.227 1.118 -0.430  -0.5726
H: 2.448 0.174 -0.321  0.3754
H: 1.219 -2.283 -0.340  0.2252
H: 1.508 -1.781 -1.880  0.2105
H: 0.535 1.885 -1.352  0.4330
H: -0.494 -1.004 2.645  0.3484
H: -1.843 -1.335 1.541  0.2797
H: -0.411 -2.295 1.429  0.3496
H: -1.564 0.166 -1.815  0.3731
H: -1.287 -1.584 -1.921  0.3587
H: -0.332 -0.464 -2.906  0.4135
H: -0.186 3.124 1.189  0.3509
H: -0.215 1.966 2.564  0.2966
H: -1.614 2.152 1.538  0.3118

Output
relative energy (zero: lowest compared OMol25 entry of this formula, charge and spin)	41.9	kcal/mol
structure (SMILES)	CC1=C(C)[C@](C)(N)[C@@H]1O
2S+1	1
LUMO level	0.834	eV
E_tot	-404.4607	Ha
orbital gap	9.573	eV
F_max	2.136	eV Å⁻¹

What is the F_max in the second record?
5.322 eV Å⁻¹